187
Properties=species:S:1:pos:R:3:forces:R:3 method="wB97M-V/def2-TZVPD" energy_ev=-100451.561 homo_lumo_gap_ev=9.604 total_charge=0 e_homo_ha=-0.337
N 18.321409 13.549454 11.797760 0.376 -0.585 -1.130
H 16.636326 20.577116 21.204397 -0.389 -0.167 -0.091
C 16.982320 15.191296 15.538438 0.849 0.075 -0.474
C 17.639884 15.538250 24.204020 -0.517 -2.619 0.036
C 18.720812 18.353697 16.765834 0.592 0.401 0.174
C 17.723655 14.297943 19.043114 -0.076 0.230 -0.272
H 14.023505 11.533149 19.392747 -0.176 0.266 0.077
C 24.380839 19.939799 15.134369 0.382 -0.601 0.669
H 13.334079 17.299282 22.648871 0.267 0.304 0.143
C 17.845119 15.529980 19.671898 -1.035 -0.087 -0.196
H 13.238706 9.312575 20.342280 -0.088 0.056 1.281
H 17.569126 15.666157 14.723551 -0.302 -0.119 0.333
H 9.822193 14.698244 19.563968 0.081 0.151 -0.043
H 11.972420 17.006960 15.639946 -1.075 1.478 -1.031
H 13.330801 13.026529 21.481511 -0.562 -0.828 0.168
H 8.877872 16.056626 18.973993 -0.605 0.099 0.221
H 14.692069 9.790815 15.675154 0.412 0.173 1.302
H 14.495090 11.919272 24.023990 0.370 -0.355 -0.439
C 12.331292 14.927217 15.797085 -0.747 -0.112 -0.662
H 26.048695 10.671846 20.139254 -0.225 0.506 -0.612
H 17.040694 18.036524 18.023377 -0.745 -0.725 0.360
H 23.539500 14.839600 17.821229 -0.019 0.503 0.440
H 24.871494 21.043958 18.302880 0.282 -0.174 -0.138
H 20.063791 16.820618 16.654582 -0.700 0.432 0.878
H 18.401412 14.133702 18.173837 -0.739 -0.570 0.858
C 14.526087 8.415184 17.336593 -0.668 0.057 0.546
C 9.847567 15.773481 19.352139 0.271 -0.174 -0.032
H 25.661870 15.606802 18.794600 0.690 -0.020 -0.351
H 22.833667 15.718335 15.685873 -0.729 -0.420 0.002
H 22.494280 17.737427 20.079112 0.419 -0.247 -0.234
H 17.247909 15.744926 16.458775 -0.067 -0.573 -0.210
H 14.667808 19.944864 19.613554 0.674 -0.084 0.927
C 16.875734 15.849999 20.647234 1.112 1.389 -0.886
C 20.586898 14.264301 11.731527 -0.281 1.105 -0.164
H 10.289577 17.627150 20.398167 -0.457 0.770 -0.453
C 15.139400 18.433841 23.084332 -0.322 0.017 0.642
H 11.263610 10.554238 17.584031 0.975 -0.310 -0.642
C 14.827239 19.507852 20.625234 -0.059 0.669 -1.397
C 13.947102 14.379522 17.484408 -1.067 1.387 -1.154
C 23.305485 19.759542 17.678520 -0.963 -0.015 -1.032
C 20.463958 9.216611 17.887738 0.341 0.624 0.407
H 18.403408 10.401903 20.522814 1.110 -0.428 -0.671
H 16.840830 13.130051 16.314873 -0.345 0.190 -0.152
C 17.542495 10.050615 21.030600 -0.638 -1.655 1.063
O 16.459982 8.891579 22.843222 0.268 -0.039 0.029
O 22.328724 13.382855 20.557601 -0.461 0.056 0.534
H 16.536019 8.139419 23.443488 -0.078 0.200 -0.086
H 20.025727 14.918556 15.758728 0.472 -0.202 0.062
C 14.620374 9.672070 16.793371 -0.194 -0.123 -1.017
C 19.465000 18.778493 21.056945 -0.215 0.078 -0.888
H 14.504053 13.680140 18.046717 0.411 -0.576 0.416
H 23.706852 10.840682 20.744388 -0.296 -0.050 0.660
N 13.436595 16.672150 16.999306 -1.239 0.638 -0.666
O 22.954661 11.006269 18.832421 -0.270 0.012 -0.047
H 21.286862 15.053399 11.854107 0.418 0.690 0.238
H 24.164197 16.360800 17.239974 -0.341 0.259 -0.192
C 18.059686 10.108360 17.058002 -1.426 0.084 -0.341
H 10.108972 11.856042 20.042305 -0.965 0.381 0.478
H 25.957575 21.113109 16.026080 -0.129 -0.147 0.005
C 23.908932 10.497367 19.749082 1.189 0.701 -1.467
C 20.099237 12.891866 21.371397 0.350 -0.884 0.214
C 21.032420 13.062673 11.315502 -0.267 -2.240 -1.126
H 11.615126 11.105698 19.901527 1.428 -1.211 1.170
H 23.840889 9.415045 19.642263 0.114 -0.067 0.427
O 20.791306 15.491949 15.987165 0.250 -0.127 0.178
H 21.840357 15.650825 14.225686 0.178 -0.217 0.504
C 14.059349 18.046586 22.320622 -0.335 -0.382 -1.078
C 21.961793 15.197057 15.240082 0.135 0.036 -1.547
H 22.347693 13.231492 16.032483 0.112 -0.363 -0.357
O 11.413222 16.322734 21.238883 0.973 -1.449 0.003
N 14.483883 10.731073 17.560650 -0.472 1.184 0.260
H 13.057162 13.555844 23.083862 0.248 -0.348 0.391
C 13.929125 18.555452 21.001144 -0.199 -1.126 1.639
H 19.376678 19.189781 16.516821 0.324 0.221 0.154
H 17.943874 11.691274 11.086513 -0.352 -0.814 -0.081
O 9.453474 10.061280 18.439398 0.088 -0.206 -0.313
H 17.066958 19.633753 17.334667 -0.259 0.293 -0.353
C 24.469977 20.473642 17.469970 0.038 0.218 0.070
H 18.566628 19.215720 20.590198 0.424 -0.201 0.804
H 21.763185 18.577455 16.558088 1.056 0.782 0.316
H 12.994003 12.957316 16.255273 -0.217 -0.788 -0.202
H 17.295932 15.945691 23.256040 -0.498 0.457 0.091
C 18.183899 8.722644 17.208953 0.384 1.476 0.477
H 19.609758 7.258526 17.878640 -0.218 1.129 -0.014
H 15.267823 12.088553 22.360881 -0.188 -0.086 0.536
H 22.813777 16.362511 18.367074 -1.591 0.697 0.248
H 21.455947 14.446883 22.072156 -0.418 0.083 0.039
C 25.342697 10.972729 19.331757 -0.589 -0.822 0.338
H 18.146039 14.587367 23.869104 -0.184 0.540 0.379
H 25.352007 12.051125 19.099567 0.047 -0.375 0.492
C 20.066513 12.045491 11.027240 1.307 1.026 0.462
H 22.759486 19.755478 18.636869 0.524 -0.099 -0.550
H 24.834400 19.948073 14.142445 -0.379 0.030 0.095
H 11.589738 15.359633 21.322696 -0.361 0.853 -0.158
H 21.346237 8.867865 18.398644 0.349 0.139 -0.319
H 11.437202 12.643531 19.142193 -0.234 -0.298 0.272
H 20.433574 11.098727 10.651119 -0.415 -0.047 -0.045
H 16.719676 14.561244 26.031019 0.748 -0.976 0.387
H 21.030798 11.342453 17.708896 -0.608 -1.001 -0.256
H 17.332590 8.063467 17.094127 0.224 -0.009 -0.053
C 20.266509 10.544991 17.569518 -0.465 1.157 0.290
H 22.450429 17.035168 22.471594 1.125 -0.717 0.165
C 20.552391 18.528377 20.204929 -1.810 0.709 -0.413
C 17.397419 13.701738 15.558847 -1.161 0.786 0.317
H 13.843768 7.333313 19.024788 -0.033 -0.695 0.155
H 22.650110 11.864937 19.152724 0.071 0.192 0.289
C 23.712526 15.895750 18.116441 1.104 -1.407 -1.332
H 18.543514 16.215071 19.177776 -0.078 0.139 0.895
C 14.050368 8.300405 18.626456 -0.141 0.258 1.024
H 16.758323 9.639817 20.377918 0.407 0.286 -0.019
H 14.806153 16.082447 18.416689 0.234 0.450 0.268
H 18.498510 9.305536 22.961005 -0.293 0.349 -0.576
H 18.880742 15.511051 12.273956 0.197 -0.962 -0.455
H 9.840861 9.225960 18.732758 0.083 0.343 -0.083
H 18.113542 19.248011 18.656725 0.314 0.055 0.265
H 10.487116 15.973308 18.510148 0.773 -0.097 -0.220
H 18.876581 12.695628 16.204559 0.483 0.526 0.215
H 21.318685 13.281872 14.528449 -0.143 -0.183 0.464
O 19.506251 17.286615 17.352140 -0.417 0.470 -1.155
N 15.697261 13.874897 20.304319 -0.609 -1.908 -0.204
C 16.437658 15.087678 25.152651 0.327 1.738 -1.768
H 20.388507 12.166915 22.153899 0.043 0.150 -0.489
C 21.131436 13.941288 21.158153 0.484 0.826 -1.346
O 18.512320 16.372170 24.869972 0.133 0.808 1.322
C 16.625000 13.520608 19.430316 0.181 -1.412 -1.399
H 17.223449 13.226042 14.576466 0.106 0.278 0.233
C 13.778614 9.408098 19.446444 0.386 -0.720 -2.706
H 25.617904 10.451450 18.406904 0.064 0.093 0.186
H 15.933228 15.387029 15.326949 -0.099 -0.329 -0.027
O 24.410529 15.331508 20.341097 -0.232 0.078 0.635
N 23.251374 19.231368 15.315491 0.320 0.465 -0.660
H 22.089380 12.852597 11.084018 -0.565 0.267 0.386
H 17.202337 10.909114 21.497990 -1.237 2.006 0.706
N 16.070582 19.302326 22.669345 -0.215 -0.261 0.666
H 14.651677 7.544079 16.756478 0.221 -0.849 -0.663
C 14.067459 10.609952 18.835154 0.806 0.468 -0.202
H 24.921730 17.101381 19.358798 -0.003 0.030 0.159
C 22.717972 19.179634 16.519873 -0.677 -0.828 0.881
H 15.242346 18.101759 24.118376 0.083 -0.200 -0.289
C 21.638645 17.913052 20.694282 1.223 -0.607 0.410
H 16.367127 12.552711 18.933908 0.655 0.737 0.215
H 14.838487 9.775744 22.707345 0.625 0.435 0.164
H 12.278827 11.991093 22.704084 0.345 0.680 -0.702
H 18.007605 8.092013 21.759980 0.175 0.032 0.162
H 19.921649 12.399804 20.415920 0.027 -0.318 0.016
H 19.159914 13.302437 21.671451 -0.662 0.543 0.238
C 21.624519 17.497621 22.010729 0.054 0.612 0.124
C 12.509585 16.254151 16.096681 1.921 -0.879 1.488
H 18.650731 18.392590 23.017078 0.554 0.312 -0.076
H 15.706864 14.508848 24.535157 0.439 0.523 0.665
C 19.539137 18.358269 22.371112 -0.219 -0.665 -0.250
C 17.735703 9.063284 22.194597 0.339 -0.812 -0.663
H 19.333564 16.591482 24.417785 -0.024 -0.205 -0.517
H 22.992819 13.496382 14.323801 0.441 0.045 0.427
H 22.928585 14.136178 20.638268 0.674 -0.278 -0.484
H 20.770319 14.685520 20.392700 -0.041 -0.327 1.022
C 14.088430 15.768861 17.680620 0.426 -1.777 0.205
C 10.193144 16.579571 20.582205 -1.508 -0.588 1.500
C 19.423870 8.350063 17.688840 -0.280 -3.046 -0.194
H 9.990783 11.771230 17.535101 -0.224 0.193 -0.698
O 18.750097 13.639604 15.942489 0.560 -0.818 -0.228
C 15.821788 15.002451 20.919244 0.285 2.035 1.292
H 25.153579 15.391079 20.954683 -0.213 -0.046 -0.087
C 22.197553 13.678614 15.046208 -0.653 1.148 0.017
O 14.094140 10.380180 22.626596 -1.053 0.800 -0.109
H 15.068048 15.339059 21.661397 0.320 -0.466 -0.572
C 15.872807 19.844793 21.497863 0.446 0.720 -1.329
C 13.063792 13.993460 16.479037 1.189 -0.305 1.239
C 14.380665 11.757106 22.933475 -0.157 0.247 -0.087
H 16.001313 15.997217 25.602278 -0.283 -0.187 -0.640
C 19.217484 14.511963 11.899017 0.030 0.047 1.233
C 24.746867 16.040030 19.155538 0.610 -0.052 0.618
C 17.670692 18.850065 17.758869 0.780 -0.246 -0.623
C 18.757270 12.345163 11.283179 -0.450 1.523 0.765
N 20.632143 17.706844 22.835008 -1.659 0.306 0.641
C 25.050766 20.537290 16.190165 -0.484 0.286 0.399
H 9.340441 16.418587 21.331717 0.934 0.376 -0.847
H 17.082317 10.582192 16.849202 0.521 -0.493 -0.065
C 13.170103 12.630253 22.505061 0.298 -0.386 -0.053
H 16.860585 16.864660 21.034928 0.082 -0.116 0.321
C 10.929452 11.690621 19.393562 0.529 1.449 -1.443
N 19.042111 10.982337 17.195575 1.017 0.107 -0.145
C 10.484820 11.024506 18.125592 -1.697 -0.257 1.293
H 13.157755 18.133560 20.357004 0.124 0.380 0.086
H 20.476234 18.726467 19.145210 -0.034 0.252 -0.050
H 18.270034 18.143705 15.782353 -0.095 -0.719 0.412
H 11.631729 14.565142 15.041995 0.083 0.440 0.125